[1]
{"formula": "C5H17NO3S", "method": "ωB97M-V/def2-TZVPD", "lumo_energy_ev": 0.58, "smiles": "OCNCCCCS.O.O", "gap_ev": 9.53, "charge": 0, "homo_ev": -8.9, "species": ["C", "N", "C", "O", "C", "C", "C", "S", "H", "H", "H", "H", "H", "H", "H", "H", "H", "H", "H", "H", "H", "H", "H", "O", "H", "H", "O"], "coordinates": [[0.6452, 0.0232, -0.3828], [0.5311, -1.2946, 0.2913], [0.2680, -2.3957, -0.6166], [-1.0867, -2.7905, -0.5520], [1.1078, 1.0685, 0.6321], [0.2130, 2.3062, 0.7164], [-0.0785, 2.9722, -0.6368], [1.3776, 3.9560, -1.2169], [1.3002, -0.0868, -1.2332], [-0.3446, 0.3120, -0.7574], [-0.2862, -1.1812, 0.8798], [0.4566, -2.0831, -1.6426], [0.9483, -3.2349, -0.4522], [-1.2220, -3.5794, -0.0209], [1.3015, 0.6539, 1.5988], [2.0806, 1.4528, 0.3105], [-0.7483, 2.0012, 1.1140], [0.6433, 3.0948, 1.3189], [-0.3109, 2.2783, -1.4343], [-0.8167, 3.7514, -0.5005], [1.8377, 3.1122, -2.1359], [0.8779, -2.6989, 1.9300], [0.5851, -4.1343, 2.0606], [0.2643, -3.2893, 2.4037], [-3.8926, 0.3027, -0.5871], [-2.6531, -0.5932, -0.2454], [-2.9983, 0.0763, -0.8415]], "forces_ev_per_angstrom": [[-0.7016, -0.4175, 0.8785], [0.2644, 0.4501, -0.2390], [-0.2321, 0.0009, -0.1424], [-0.3970, -0.0454, -0.3384], [0.8851, 1.3509, -1.1847], [-0.4822, -0.4041, -0.8897], [1.2660, 0.3895, 0.2745], [-0.1172, 0.0194, 0.0925], [0.3560, 0.1231, -0.1574], [0.0603, -0.0339, -0.2197], [0.0465, -0.4869, 0.2606], [-0.0315, 0.1779, -0.1063], [-0.1332, -0.1323, 0.3416], [0.2999, 0.0874, 0.1793], [-0.2082, -0.4679, 0.6107], [0.1534, -0.1264, -0.0042], [-0.3465, 0.0765, 0.3631], [0.1079, -0.1007, 0.5645], [-0.4674, 0.0610, 0.0112], [-0.5051, -0.2168, -0.1853], [0.0852, -0.1939, -0.1172], [-0.3293, 0.4409, 0.2742], [-0.2945, -0.1952, 0.4088], [0.6611, -0.2753, -0.6371], [-0.1064, -0.1797, 0.2770], [-0.2841, -0.1961, 0.0558], [0.4503, 0.2948, -0.3710]], "nbo_charge": [-0.228, -0.672, 0.096, -0.742, -0.425, -0.404, -0.486, -0.084, 0.192, 0.182, 0.369, 0.163, 0.147, 0.484, 0.222, 0.211, 0.200, 0.214, 0.224, 0.221, 0.118, 0.483, 0.458, -0.946, 0.474, 0.480, -0.952]}

---

[2]
{"formula": "C5H17O7P3", "method": "ωB97M-V/def2-TZVPD", "lumo_energy_ev": 0.08, "smiles": "O=P(O)(O)C[PH3]CP(=O)(O)O.CC(C)=O", "gap_ev": 9.30, "charge": 0, "homo_ev": -9.2, "species": ["O", "P", "O", "O", "C", "P", "C", "P", "O", "O", "O", "H", "H", "H", "H", "H", "H", "H", "H", "H", "H", "H", "C", "C", "O", "C", "H", "H", "H", "H", "H", "H"], "coordinates": [[-2.6604, -1.1301, -2.6203], [-1.5982, -1.3751, -1.7012], [-0.3298, -0.4921, -1.9705], [-1.0937, -2.8666, -1.7537], [-2.0963, -1.0361, -0.0135], [-0.7613, -1.2776, 1.3654], [0.5660, -1.6221, 2.7726], [-0.0093, -0.9123, 4.2813], [-0.1028, 0.5236, 4.2850], [0.8879, -1.4552, 5.4670], [-1.4472, -1.5507, 4.5217], [-0.3915, 0.3507, -1.4867], [-1.0305, -3.2269, -0.8504], [-2.3729, 0.0076, 0.0059], [-2.9745, -1.6076, 0.2403], [-1.3196, -0.2201, 2.1114], [0.2886, -1.0114, 0.4648], [-1.2017, -2.6175, 1.5430], [1.5253, -1.1972, 2.5467], [0.6515, -2.6866, 2.9213], [0.4484, -1.1453, 6.2853], [-1.4318, -2.5144, 4.3671], [0.9225, 3.9836, -3.2755], [1.6149, 2.7890, -2.6670], [1.5532, 2.5597, -1.4812], [2.3850, 1.8915, -3.6020], [0.4092, 4.5407, -2.4963], [1.6533, 4.6349, -3.7567], [0.1943, 3.6550, -4.0184], [3.1767, 2.4557, -4.0969], [1.7154, 1.4739, -4.3551], [2.8291, 1.0789, -3.0334]], "forces_ev_per_angstrom": [[-2.0360, 0.4227, -2.0858], [-0.7710, 0.0278, 1.4580], [1.2814, 0.7883, 0.5041], [0.6558, -0.9149, 0.8286], [1.2226, -0.1332, 0.3602], [-0.1318, -0.0547, -0.0375], [-0.6336, 0.0137, 0.3778], [0.5245, -0.3036, -0.4675], [-0.3486, 2.0200, -0.2087], [-0.1108, -0.5224, 0.8726], [-0.6513, -1.1766, -0.1384], [0.2817, -0.1499, -0.4461], [0.1584, -0.1006, -0.6049], [-0.2116, 0.4836, -0.0721], [-0.4197, -0.2527, -0.0163], [0.0787, 0.0247, -0.0283], [0.0404, 0.0558, 0.0137], [-0.0012, -0.0222, -0.0313], [0.5426, 0.2075, -0.2128], [0.2584, -0.5684, -0.1722], [0.5806, -0.1978, -0.1794], [-0.2020, 0.4599, 0.2846], [-0.0457, 0.0195, 0.2105], [0.0127, 0.0204, -0.1100], [-0.1322, -0.1059, 0.1305], [0.0394, -0.1044, 0.1924], [-0.0049, 0.0063, 0.0248], [-0.0277, -0.0464, -0.1287], [0.0849, 0.0235, -0.1076], [-0.0783, 0.0182, -0.1230], [0.0396, 0.0851, -0.0963], [0.0048, -0.0234, 0.0088]], "nbo_charge": [-1.094, 2.381, -0.990, -0.973, -1.206, 0.824, -1.193, 2.361, -1.101, -0.983, -0.993, 0.514, 0.496, 0.253, 0.258, 0.019, -0.008, -0.065, 0.265, 0.234, 0.507, 0.495, -0.723, 0.603, -0.560, -0.723, 0.236, 0.231, 0.234, 0.230, 0.237, 0.236]}

---

[3]
{"formula": "C5H18Cl2O4", "method": "ωB97M-V/def2-TZVPD", "lumo_energy_ev": 0.60, "smiles": "ClCCl.CO.CO.CO.CO", "gap_ev": 10.53, "charge": 0, "homo_ev": -9.9, "species": ["C", "Cl", "Cl", "H", "H", "C", "O", "H", "H", "H", "H", "C", "O", "H", "H", "H", "H", "C", "O", "H", "H", "H", "H", "C", "O", "H", "H", "H", "H"], "coordinates": [[0.7815, 0.1094, 0.6485], [1.4325, -0.3193, -0.8807], [-0.9729, -0.1368, 0.5432], [1.1882, -0.5098, 1.4921], [1.0317, 1.1778, 0.7759], [1.2353, 4.7305, 0.1747], [1.2805, 3.3440, 0.3463], [1.4036, 5.1988, 1.2072], [2.0682, 5.0869, -0.4565], [0.2684, 5.1178, -0.3168], [0.8283, 2.8973, -0.4399], [-1.7616, -3.6298, -0.7222], [-0.3253, -3.3197, -0.6748], [-2.0493, -3.9652, -1.6900], [-1.8975, -4.4655, -0.0488], [-2.3970, -2.7798, -0.3776], [-0.1369, -2.6676, -1.3284], [0.8305, -3.7129, 3.0907], [0.4696, -2.7898, 2.0730], [1.6205, -4.3635, 2.7955], [1.3351, -3.0648, 3.8615], [0.0612, -4.2048, 3.6403], [0.1099, -3.1654, 1.2297], [-1.2019, 2.7821, -2.7243], [-0.2553, 2.2092, -1.8688], [-2.1631, 3.0553, -2.2505], [-0.7517, 3.7511, -3.0486], [-1.4085, 2.1968, -3.5797], [-0.6239, 1.4375, -1.4709]], "forces_ev_per_angstrom": [[0.2845, 0.4626, 1.5356], [1.0894, -0.6978, -1.1554], [-0.3377, 0.2652, 0.4275], [-0.5160, 0.4115, -1.0456], [-0.5004, -0.5921, 0.3178], [-0.2681, 1.5686, 0.4188], [-0.9963, -1.3414, -1.3181], [-0.5499, -0.5061, -1.4674], [-0.2059, -0.1051, 0.0858], [1.1956, -0.5998, 0.9626], [0.7537, 1.0401, 1.1505], [1.0561, 0.8039, 1.0014], [-1.6540, -1.1365, 0.7734], [-0.2365, -0.0671, -0.9295], [-0.0373, -0.0747, 0.2441], [0.5741, -0.4957, -0.3062], [0.2564, 0.8845, -0.6360], [1.4191, 2.4004, 0.7081], [-0.6741, -0.2885, -0.5315], [0.3405, -0.9623, -0.5274], [-0.4928, -0.4977, -0.5459], [-1.0302, -0.5414, -0.1547], [0.5600, 0.0188, 0.9426], [-0.0431, 2.4559, 0.3526], [0.5441, 0.4828, 0.0482], [0.3718, -0.3098, 0.1354], [-0.3889, -0.7366, 0.0144], [-0.1089, -0.8134, -0.9935], [-0.4053, -1.0282, 0.4921]], "nbo_charge": [-0.439, -0.016, -0.057, 0.265, 0.255, -0.242, -0.769, 0.178, 0.158, 0.159, 0.499, -0.258, -0.748, 0.175, 0.186, 0.177, 0.479, -0.245, -0.771, 0.166, 0.171, 0.164, 0.504, -0.245, -0.741, 0.165, 0.182, 0.168, 0.480]}